The following is a DFT calculation (ωB97M-V/def2-TZVPD) of a cluster of 5 separate species, C32H79BNO20P4 in total at a distorted geometry.

Structure (XYZ):
```
137
Properties=species:S:1:pos:R:3:forces:R:3:lowdin_charge:R:1
C -0.230021 10.042889 -4.871972 0.176 -0.596 0.640 -0.12
C 0.261051 8.746750 -3.935570 -0.107 1.715 -1.471 -0.25
O -0.940890 7.962937 -3.610957 2.517 0.712 1.196 -0.22
C -0.909481 7.427592 -2.240965 -0.522 -0.513 1.335 -0.17
C -0.740836 5.800069 -2.321081 -0.945 0.269 -1.231 -0.16
O -1.274088 5.047560 -1.182911 0.515 1.673 -1.161 -0.22
C -0.832514 5.559946 0.116890 -1.071 -0.320 1.018 -0.10
B 0.790789 5.539284 0.376002 -0.557 -0.314 2.341 -0.89
C 1.734022 4.396049 -0.337809 1.705 0.163 -0.571 -0.16
N 1.226697 2.973108 -0.043147 1.322 -0.496 -1.744 -0.04
O 1.284421 6.936546 0.491506 1.001 2.244 2.150 -0.09
C 1.366375 7.400563 1.909950 -0.756 -1.472 1.602 -0.15
C 0.577937 6.205356 2.770402 1.122 -0.506 -2.983 -0.17
O 0.849959 5.102254 1.815935 -0.488 0.777 2.674 -0.19
H -1.154877 10.531168 -4.324031 1.998 -0.818 -1.211 0.08
H -0.539109 9.725243 -5.957354 0.551 0.500 2.164 0.07
H 0.688487 10.772041 -4.943157 -1.912 -1.219 0.124 0.07
H 1.056822 8.182262 -4.590948 -1.572 0.602 1.440 0.12
H 0.807508 9.223129 -3.015266 -1.228 -1.230 -1.453 0.12
H -0.044381 7.835192 -1.566662 -1.450 -0.524 -1.468 0.12
H -1.922124 7.784404 -1.719421 2.042 -1.143 -1.150 0.15
H -1.375131 5.452676 -3.271717 1.260 0.688 2.087 0.14
H 0.377048 5.575484 -2.597384 -1.881 0.318 0.901 0.12
H -1.273603 6.629272 0.399419 0.558 -1.913 -0.960 0.12
H -1.300847 4.826104 0.935153 0.782 1.355 -1.998 0.12
H 2.795800 4.459131 0.204520 -2.150 0.042 -1.130 0.12
H 1.948964 4.564956 -1.475773 -0.283 -0.394 1.764 0.08
H 0.730348 2.598052 -0.904759 0.683 0.774 1.351 0.05
H 2.120205 2.400784 -0.012116 -1.578 0.627 -0.035 0.05
H 2.452718 7.461278 2.398046 -1.987 0.015 -1.615 0.12
H 0.754949 8.348002 2.224932 1.328 -1.169 -1.445 0.11
H 1.065240 5.848027 3.774418 -1.195 1.177 -1.676 0.13
H -0.575519 6.508260 2.792608 2.204 -0.853 0.407 0.12
O -1.588092 -1.281542 -2.925303 3.510 2.830 0.915 -0.22
P -1.748138 0.106321 -3.592958 -8.344 -2.682 -3.868 0.80
O -3.266763 0.347585 -2.981815 0.592 0.064 0.558 -0.25
C -3.369422 0.761141 -1.630468 -0.348 0.433 0.581 -0.30
C -3.005047 2.225025 -1.477754 0.074 0.012 0.023 -0.07
O -2.163800 -0.555855 -5.064138 1.289 0.482 -0.118 -0.27
C -1.581130 -1.780691 -5.489173 -0.235 -0.405 -0.088 -0.29
C -2.554048 -2.923336 -5.253579 -0.160 -0.141 -0.025 -0.07
O -1.926955 1.656956 -4.338918 3.063 -0.286 2.213 -0.26
C -2.719417 1.916822 -5.492619 -0.140 0.051 -1.026 -0.29
C -4.207275 1.659061 -5.326448 -0.152 -0.380 0.289 -0.08
H -2.736951 0.134213 -0.994093 -0.067 -0.062 0.004 0.11
H -4.408031 0.608825 -1.321484 0.068 -0.139 -0.159 0.12
H -1.945799 2.387183 -1.700026 -0.053 0.154 0.117 0.06
H -3.197558 2.567988 -0.457318 0.112 -0.002 -0.107 0.08
H -3.578807 2.844928 -2.173883 0.075 -0.084 0.140 0.08
H -0.619611 -1.954838 -4.997224 -0.204 -0.043 0.050 0.09
H -1.375700 -1.694825 -6.562181 -0.062 0.143 0.077 0.12
H -2.925659 -2.939591 -4.226790 0.247 0.055 -0.009 0.07
H -2.082997 -3.886102 -5.470503 -0.035 0.048 -0.015 0.07
H -3.431858 -2.812881 -5.898221 0.138 -0.001 -0.020 0.07
H -2.313925 1.385082 -6.359805 -0.139 -0.053 0.195 0.11
H -2.587268 2.982634 -5.710506 0.247 -0.051 0.380 0.12
H -4.428908 0.592533 -5.225431 0.078 0.170 -0.001 0.07
H -4.756444 2.028371 -6.199649 0.237 0.080 0.018 0.08
H -4.595674 2.162504 -4.435444 0.090 -0.020 -0.174 0.07
O 4.415552 -4.114559 -0.653195 -0.065 4.211 2.023 -0.23
P 4.012118 -3.045986 -1.698630 -0.635 -6.781 -6.819 0.79
O 2.653792 -3.863484 -2.172519 -0.030 0.368 0.713 -0.25
C 1.511448 -3.771410 -1.339283 -0.721 0.063 0.247 -0.29
C 0.832035 -2.424319 -1.490256 0.051 0.020 -0.019 -0.09
O 5.077951 -3.634669 -2.835764 0.468 1.201 0.507 -0.27
C 6.326539 -4.181362 -2.432605 0.192 -0.434 -0.038 -0.29
C 6.249807 -5.698535 -2.435317 0.004 -0.201 -0.089 -0.07
O 3.561368 -1.852089 -2.866677 0.392 1.405 3.514 -0.26
C 3.722997 -1.991061 -4.274199 0.563 0.063 -0.897 -0.29
C 2.933192 -3.124037 -4.906927 -0.050 -0.416 0.246 -0.08
H 1.788751 -3.952699 -0.296083 -0.025 -0.152 -0.029 0.10
H 0.821889 -4.564715 -1.643511 0.206 -0.010 -0.023 0.12
H 1.472251 -1.621468 -1.111758 -0.027 0.042 0.055 0.07
H -0.110460 -2.401253 -0.936050 0.118 0.021 -0.123 0.08
H 0.629126 -2.205138 -2.543280 -0.034 -0.105 0.301 0.05
H 6.635742 -3.789695 -1.459028 -0.135 -0.175 -0.083 0.10
H 7.080468 -3.855168 -3.157940 -0.171 0.055 -0.022 0.12
H 5.396482 -6.066393 -1.861583 0.089 0.189 0.111 0.06
H 7.163489 -6.134825 -2.022162 -0.028 0.016 -0.052 0.07
H 6.118560 -6.069692 -3.456752 0.087 0.078 0.072 0.08
H 4.785980 -2.050146 -4.530631 -0.186 -0.143 0.088 0.11
H 3.365359 -1.050911 -4.709063 -0.067 0.070 0.434 0.12
H 3.316581 -4.105014 -4.611119 -0.056 0.182 -0.010 0.07
H 2.991151 -3.063443 -5.999368 0.077 0.204 0.124 0.08
H 1.879539 -3.079536 -4.613612 0.150 0.049 -0.062 0.07
O 1.588181 -6.229964 1.836278 2.801 3.229 1.968 -0.21
P 2.624320 -6.892325 2.777149 -3.937 -8.480 -1.977 0.79
O 3.157859 -7.952234 1.623957 0.428 0.688 -0.206 -0.25
C 4.058770 -7.457792 0.648459 0.382 -0.017 -0.470 -0.30
C 5.449886 -7.285754 1.226602 0.195 0.047 0.074 -0.08
O 1.475022 -7.856223 3.502158 0.579 0.989 0.862 -0.27
C 0.152242 -7.372991 3.694827 -0.542 -0.110 -0.169 -0.30
C -0.763180 -7.934562 2.620419 -0.121 -0.138 -0.098 -0.08
O 3.781979 -7.632369 3.828367 0.528 3.708 -0.310 -0.27
C 3.624319 -8.907657 4.441014 -0.354 -0.624 0.738 -0.29
C 3.526276 -10.079346 3.479084 -0.243 0.053 -0.414 -0.08
H 3.689061 -6.513581 0.236380 0.003 -0.030 -0.058 0.09
H 4.089197 -8.187733 -0.166181 -0.150 0.004 0.121 0.12
H 5.460448 -6.498029 1.986261 0.065 0.003 -0.063 0.07
H 6.164454 -7.016552 0.443725 -0.096 0.030 0.058 0.07
H 5.787362 -8.206560 1.712709 -0.061 0.096 -0.100 0.07
H 0.128777 -6.279542 3.720908 -0.002 -0.182 -0.163 0.11
H -0.186960 -7.719494 4.677577 0.179 -0.043 -0.052 0.12
H -0.368682 -7.764376 1.616397 0.024 0.205 0.142 0.07
H -1.759067 -7.487531 2.685494 0.065 -0.049 0.007 0.08
H -0.860900 -9.018895 2.734375 -0.019 0.109 0.083 0.07
H 2.782676 -8.891321 5.141409 0.042 -0.015 -0.258 0.11
H 4.518932 -9.054711 5.056590 0.084 0.380 -0.176 0.12
H 2.591195 -10.065457 2.911423 0.164 0.046 0.107 0.07
H 3.563751 -11.026244 4.029026 0.064 0.204 0.123 0.08
H 4.349959 -10.065327 2.758287 -0.087 -0.010 0.161 0.07
O -4.894284 4.773916 4.514390 2.669 3.292 2.057 -0.22
P -3.858146 4.111555 5.455259 -3.493 -8.664 -2.396 0.78
O -3.324606 3.051646 4.302068 0.005 0.769 0.140 -0.25
C -2.423695 3.546089 3.326571 0.802 0.003 -0.500 -0.29
C -1.032579 3.718126 3.904713 0.090 -0.089 -0.037 -0.08
O -5.007444 3.147658 6.180270 0.320 0.956 0.968 -0.27
C -6.330223 3.630889 6.372938 -0.381 -0.164 -0.197 -0.30
C -7.245645 3.069318 5.298530 -0.125 -0.137 -0.113 -0.08
O -2.700487 3.371510 6.506478 0.454 3.644 -0.142 -0.27
C -2.858146 2.096222 7.119125 -0.337 -0.558 0.690 -0.29
C -2.956189 0.924534 6.157195 -0.221 0.054 -0.436 -0.08
H -2.793405 4.490299 2.914490 -0.028 -0.078 -0.075 0.10
H -2.393270 2.816147 2.511930 -0.131 0.045 0.115 0.12
H -1.022018 4.505850 4.664372 0.000 0.049 0.034 0.07
H -0.318012 3.987328 3.121835 -0.097 -0.070 -0.018 0.05
H -0.695103 2.797319 4.390820 -0.107 0.045 -0.059 0.08
H -6.353689 4.724338 6.399019 -0.005 -0.165 -0.173 0.10
H -6.669425 3.284386 7.355687 0.160 -0.054 -0.032 0.11
H -6.851147 3.239503 4.294508 0.033 0.202 0.156 0.07
H -8.241533 3.516349 5.363605 0.040 -0.045 0.010 0.07
H -7.343366 1.984984 5.412486 -0.016 0.108 0.083 0.07
H -3.699790 2.112559 7.819519 0.024 -0.022 -0.236 0.11
H -1.963533 1.949169 7.734700 0.092 0.374 -0.178 0.12
H -3.891270 0.938422 5.589534 0.166 0.051 0.100 0.07
H -2.918714 -0.022364 6.707136 0.063 0.191 0.137 0.08
H -2.132506 0.938552 5.436398 -0.102 0.007 0.164 0.08
```
Forces are in eV/Å.

Its maximum force is 9.6 eV/Å. Its net charge is -1. For the HOMO energy, the calculation gives -4.43 eV. The lowest unoccupied orbital energy is -0.032 Eh. As for the energy: -114727.4946 eV.